{"formula": "C32H29InN3O5S2", "method": "ωB97M-V/def2-TZVPD", "species": ["In", "C", "C", "C", "C", "C", "C", "C", "H", "H", "H", "H", "H", "H", "H", "H", "O", "C", "C", "C", "N", "C", "C", "C", "O", "O", "C", "O", "O", "H", "H", "H", "S", "C", "N", "C", "C", "N", "C", "C", "C", "C", "C", "C", "C", "C", "S", "C", "C", "C", "C", "C", "C", "C", "H", "H", "H", "H", "H", "H", "H", "H", "H", "H", "H", "H", "H", "H", "H", "H", "H", "H"], "xyz": [[-0.592, 0.165, -0.267], [1.274, -3.122, 2.921], [0.159, -2.116, 2.849], [-0.827, -2.213, 1.869], [-1.872, -1.289, 1.805], [-1.954, -0.267, 2.752], [-0.982, -0.169, 3.734], [0.060, -1.084, 3.778], [1.812, -3.172, 1.974], [0.879, -4.117, 3.133], [1.990, -2.860, 3.696], [-0.813, -3.049, 1.179], [-2.695, -1.449, 1.115], [-2.793, 0.418, 2.738], [-1.042, 0.609, 4.484], [0.796, -1.018, 4.570], [1.247, -5.418, -2.132], [0.918, -4.177, -1.770], [1.786, -3.349, -1.041], [1.348, -2.089, -0.706], [0.147, -1.680, -1.081], [-0.708, -2.439, -1.753], [-0.357, -3.713, -2.131], [-2.061, -1.766, -2.017], [-2.878, -2.339, -2.697], [-2.203, -0.592, -1.464], [2.125, -1.066, 0.128], [3.271, -1.315, 0.440], [1.456, 0.005, 0.433], [2.138, -5.645, -1.848], [2.771, -3.676, -0.732], [-1.040, -4.344, -2.681], [-0.917, 2.227, 1.210], [0.147, 3.291, 0.439], [0.815, 4.182, 1.137], [1.610, 5.209, 0.473], [0.902, 5.638, -0.783], [0.649, 4.469, -1.618], [0.760, 4.696, -3.075], [2.188, 4.547, -3.569], [3.048, 5.638, -3.488], [4.372, 5.527, -3.887], [4.846, 4.323, -4.384], [3.986, 3.242, -4.504], [2.663, 3.351, -4.104], [0.311, 3.310, -1.063], [0.004, 1.959, -2.010], [0.830, 4.242, 2.603], [0.061, 5.439, 3.116], [-1.316, 5.516, 2.920], [-2.031, 6.597, 3.409], [-1.377, 7.608, 4.101], [-0.004, 7.545, 4.280], [0.715, 6.466, 3.786], [2.608, 4.821, 0.249], [1.698, 6.054, 1.153], [1.533, 6.327, -1.337], [-0.043, 6.137, -0.546], [0.432, 5.721, -3.239], [0.081, 4.022, -3.592], [2.679, 6.595, -3.135], [5.025, 6.387, -3.824], [5.878, 4.233, -4.696], [4.339, 2.310, -4.926], [2.000, 2.511, -4.233], [1.876, 4.313, 2.908], [0.415, 3.318, 2.995], [-1.830, 4.720, 2.393], [-3.101, 6.647, 3.257], [-1.939, 8.439, 4.505], [0.513, 8.336, 4.808], [1.788, 6.420, 3.939]], "total_charge": 1, "homo_energy_ev": -11.76, "gap_ev": 7.26, "spin_multiplicity": 1, "energy_ev": -75204.3963}


{"formula": "C8H14N4O5", "method": "ωB97M-V/def2-TZVPD", "species": ["C", "C", "C", "C", "C", "C", "C", "C", "H", "H", "H", "H", "H", "H", "H", "H", "H", "H", "H", "H", "H", "H", "N", "N", "N", "N", "O", "O", "O", "O", "O"], "xyz": [[1.825, -0.698, 0.477], [0.369, -0.251, 0.646], [2.619, 0.547, 0.080], [4.119, 0.306, 0.095], [-1.795, -0.146, -0.447], [-1.808, 1.397, -0.462], [-2.745, -0.664, 0.635], [-4.228, -0.353, 0.438], [1.708, -2.640, -0.117], [2.940, -1.798, -0.798], [2.165, -1.001, 1.463], [2.337, 1.365, 0.770], [2.321, 0.848, -0.927], [5.862, 1.249, 0.540], [4.442, 2.176, 0.946], [-0.030, -1.145, -1.102], [-2.169, -0.425, -1.424], [-2.619, -1.776, 0.689], [-2.454, -0.253, 1.610], [-5.741, -0.550, -0.918], [-4.224, -1.206, -1.433], [-0.842, 2.870, -1.076], [1.952, -1.734, -0.538], [4.865, 1.354, 0.560], [-0.465, -0.684, -0.329], [-4.713, -0.581, -0.834], [0.027, 0.494, 1.550], [4.639, -0.715, -0.322], [-2.685, 2.081, -0.008], [-4.939, 0.034, 1.343], [-0.733, 1.897, -1.105]], "homo_energy_ev": -9.58, "gap_ev": 10.05, "spin_multiplicity": 1, "smiles": "NC(=O)C[C@H](NC(=O)[C@@H](N)CC(N)=O)C(=O)O", "energy_ev": -24723.4891}


{"formula": "C23H23AgN3O3", "method": "ωB97M-V/def2-TZVPD", "species": ["Ag", "O", "C", "C", "C", "C", "C", "C", "C", "O", "N", "N", "C", "C", "C", "C", "C", "C", "C", "O", "H", "H", "H", "H", "H", "H", "H", "H", "H", "H", "C", "N", "C", "C", "C", "C", "C", "C", "C", "C", "H", "H", "H", "H", "H", "H", "H", "H", "H", "H", "H", "H", "H"], "xyz": [[-1.499, 1.534, -0.582], [0.421, -1.493, 4.063], [1.291, -0.479, 4.129], [2.353, -0.567, 5.034], [3.283, 0.452, 5.138], [3.175, 1.585, 4.338], [2.123, 1.677, 3.439], [1.173, 0.666, 3.314], [0.095, 0.820, 2.287], [0.112, 1.839, 1.537], [-0.746, -0.202, 2.219], [-1.709, -0.102, 1.229], [-2.325, -1.203, 0.994], [-3.377, -1.446, 0.038], [-3.781, -2.785, -0.105], [-4.761, -3.185, -0.985], [-5.384, -2.201, -1.770], [-5.032, -0.882, -1.654], [-4.021, -0.417, -0.744], [-3.770, 0.824, -0.663], [-0.246, -1.226, 3.331], [2.420, -1.457, 5.649], [4.094, 0.364, 5.851], [3.895, 2.389, 4.424], [1.996, 2.549, 2.809], [-2.022, -2.081, 1.578], [-3.287, -3.530, 0.514], [-5.043, -4.227, -1.070], [-6.158, -2.485, -2.477], [-5.515, -0.122, -2.258], [3.531, 0.636, -1.338], [2.333, 0.970, -0.537], [1.963, 2.403, -0.713], [1.194, -0.004, -0.832], [0.646, 0.133, -2.222], [1.157, -0.665, -3.246], [0.671, -0.532, -4.535], [-0.319, 0.414, -4.775], [-0.828, 1.184, -3.737], [-0.392, 1.071, -2.405], [4.361, 1.273, -1.041], [3.291, 0.798, -2.386], [3.797, -0.408, -1.193], [2.547, 0.840, 0.452], [1.643, 2.546, -1.742], [2.842, 3.010, -0.495], [1.148, 2.630, -0.028], [0.420, 0.230, -0.102], [1.611, -0.990, -0.620], [1.923, -1.408, -3.031], [1.048, -1.156, -5.336], [-0.716, 0.530, -5.779], [-1.624, 1.887, -3.967]], "total_charge": -1, "homo_energy_ev": -3.40, "gap_ev": 5.63, "spin_multiplicity": 1, "energy_ev": -38835.9496}


{"formula": "C37H33BrNO3", "method": "ωB97M-V/def2-TZVPD", "species": ["C", "C", "O", "C", "C", "C", "C", "C", "C", "Br", "C", "C", "O", "H", "H", "H", "H", "H", "H", "H", "H", "H", "H", "C", "N", "C", "C", "C", "C", "C", "C", "C", "C", "C", "C", "C", "C", "C", "C", "C", "C", "O", "C", "C", "C", "C", "C", "C", "C", "C", "C", "C", "H", "H", "H", "H", "H", "H", "H", "H", "H", "H", "H", "H", "H", "H", "H", "H", "H", "H", "H", "H", "H", "H", "H"], "xyz": [[3.377, -4.505, -0.605], [1.919, -4.180, -0.432], [1.680, -2.981, -1.216], [0.448, -2.486, -1.045], [0.235, -1.157, -1.786], [-0.609, -1.451, -3.017], [-1.782, -2.185, -2.854], [-2.650, -2.372, -3.939], [-2.340, -1.778, -5.173], [-3.536, -1.984, -6.630], [-1.144, -1.065, -5.346], [-0.270, -0.910, -4.264], [-0.400, -3.015, -0.342], [3.696, -5.155, 0.216], [3.532, -5.041, -1.548], [4.013, -3.614, -0.602], [1.277, -4.986, -0.817], [1.672, -3.968, 0.619], [1.208, -0.748, -2.089], [-2.027, -2.606, -1.880], [-3.550, -2.962, -3.815], [-0.906, -0.634, -6.312], [0.669, -0.355, -4.370], [-2.898, 5.573, -3.176], [-3.016, 4.647, -2.070], [-4.306, 4.722, -1.401], [-2.248, 3.483, -2.013], [-0.935, 3.499, -1.482], [-0.312, 2.300, -1.139], [-0.964, 1.075, -1.365], [-0.438, -0.285, -0.852], [0.328, -0.127, 0.451], [1.633, -0.616, 0.641], [2.028, -0.996, 1.904], [3.256, -1.766, 2.108], [4.397, -1.553, 1.300], [5.574, -2.255, 1.557], [5.614, -3.226, 2.568], [4.461, -3.500, 3.316], [3.299, -2.782, 3.077], [1.101, -0.707, 3.030], [1.094, -1.378, 4.076], [0.102, 0.356, 2.792], [-0.460, 1.169, 3.859], [-0.909, 2.484, 3.568], [-1.417, 3.296, 4.578], [-1.547, 2.797, 5.886], [-1.143, 1.486, 6.176], [-0.583, 0.689, 5.177], [-0.361, 0.480, 1.498], [-2.202, 1.070, -2.019], [-2.819, 2.251, -2.393], [-1.880, 5.558, -3.580], [-3.611, 5.337, -3.987], [-3.139, 6.576, -2.805], [-4.298, 4.113, -0.487], [-4.486, 5.772, -1.133], [-5.137, 4.401, -2.050], [-0.461, 4.460, -1.256], [0.681, 2.322, -0.676], [-1.370, -0.806, -0.567], [2.351, -0.694, -0.187], [4.368, -0.805, 0.505], [6.469, -2.043, 0.971], [6.532, -3.775, 2.770], [4.454, -4.260, 4.099], [2.406, -2.968, 3.669], [-0.813, 2.866, 2.544], [-1.709, 4.320, 4.344], [-1.966, 3.427, 6.666], [-1.252, 1.079, 7.183], [-0.230, -0.316, 5.397], [-1.277, 1.048, 1.299], [-2.706, 0.112, -2.195], [-3.767, 2.228, -2.927]], "total_charge": -1, "homo_energy_ev": -3.20, "gap_ev": 5.40, "spin_multiplicity": 1, "smiles": "CCOC(=O)[C@@H](c1ccc(Br)cc1)[C@H](c1ccc(N(C)C)cc1)c1cc(-c2ccccc2)c([O-])c(-c2ccccc2)c1", "energy_ev": -116580.9889}